(P)
Computed, not measured: an isolated molecule of C4H5F, with ωB97M-V with the def2-TZVPD basis set.

Atoms and positions in Å:
1 F 2.8928 -0.7100 -0.0056
2 C 0.6319 -0.2317 -0.1491
3 C -1.9899 -0.2274 -0.0013
4 C 2.0224 0.3261 0.0249
5 C -0.5577 -0.4384 -0.0191
6 H 2.0800 0.9206 0.9492
7 H -2.5719 -1.0140 -0.5558
8 H 2.1449 1.0002 -0.8913
9 H -2.2338 0.7703 -0.3954
10 H -2.4187 -0.3958 1.0433

Results
Spin multiplicity: 1
HOMO energy, eV: -9.705
Kohn-Sham gap, eV: 10.7
SMILES: CC#CCF

(Q)
Computed, not measured: an isolated molecule of C4H5F, with ωB97M-V with the def2-TZVPD basis set.

Atoms and positions in Å:
1 F -2.3489 -0.4576 0.0217
2 C 1.1620 -0.1128 -0.0738
3 C 2.6032 -0.0692 0.0205
4 C 0.0293 0.0045 -0.1322
5 C -1.3200 0.5495 0.0455
6 H -1.0589 0.9241 1.0895
7 H 3.0097 -1.0109 -0.2532
8 H 2.9770 0.7680 -0.4822
9 H 2.8188 0.0078 1.1259
10 H -1.4538 1.1972 -0.8350

Results
Spin multiplicity: 1
HOMO energy, eV: -9.937
Kohn-Sham gap, eV: 10.8
SMILES: CC#CCF

Order from most stable to least stable according to the calculation: (P), (Q)

(P)
Computed, not measured: an isolated molecule of C8H13N, with ωB97M-V with the def2-TZVPD basis set.

Atoms and positions in Å:
1 N -0.6558 -0.5266 -0.7265
2 C 0.7257 0.7946 0.9019
3 C 1.4277 -0.5087 0.6626
4 C 0.3325 1.7164 -1.6816
5 C 0.5320 -1.3973 -0.1681
6 C -0.7326 2.0615 -0.6475
7 C -1.5225 -1.0934 0.3305
8 C -0.1263 0.7162 -0.4136
9 C -0.4054 -2.2178 0.6164
10 H -0.5716 -3.2836 0.1119
11 H 2.2454 -0.2341 -0.1225
12 H -0.0440 1.4480 -2.6340
13 H 0.9677 -2.0957 -0.8108
14 H 1.7847 -1.0316 1.5829
15 H -0.2309 2.7574 0.2677
16 H -0.0835 0.9211 1.5630
17 H -1.2964 -0.3552 1.4011
18 H -2.8054 -1.2892 0.4069
19 H -0.6208 -2.4997 1.6961
20 H 1.4427 2.0371 -1.8053
21 H 1.3220 1.8333 0.6688
22 H -1.6852 2.2473 -1.1999

Results
Spin multiplicity: 1
HOMO energy, eV: -8.489
Kohn-Sham gap, eV: 9.5
SMILES: C1CN2[C@H]1CCC21CC1

(Q)
Computed, not measured: an isolated molecule of C8H13N, with ωB97M-V with the def2-TZVPD basis set.

Atoms and positions in Å:
1 N 1.2664 0.4401 -1.3307
2 C 1.0286 1.9408 -1.1556
3 C -1.0372 -1.6084 -0.4914
4 C 0.7248 -0.9329 0.9545
5 C -1.0132 -0.0737 -0.2855
6 C -1.5069 -0.2555 1.1553
7 C -0.6394 -1.6166 1.0457
8 C 0.4113 0.1998 -0.0834
9 C 0.8020 1.7034 0.3071
10 H 0.1680 2.2933 -1.7297
11 H -1.5964 0.5503 -0.9130
12 H -0.3499 -2.1333 -1.2116
13 H -0.6590 -2.5095 1.6721
14 H 1.7012 1.8384 0.9262
15 H 0.6752 0.0922 -2.1661
16 H -1.0626 0.4780 1.8666
17 H 1.1498 -0.6407 1.9314
18 H 1.4733 -1.5159 0.5052
19 H -2.5671 -0.5412 1.2780
20 H 1.8129 2.5516 -1.5356
21 H -0.1037 2.2434 0.7372
22 H -2.1275 -1.9285 -0.7252

Results
Spin multiplicity: 1
HOMO energy, eV: -9.048
Kohn-Sham gap, eV: 10.1
SMILES: C1C[C@]2(C[C@H]3C[C@@H]2C3)N1

(R)
Computed, not measured: an isolated molecule of C8H13N, with ωB97M-V with the def2-TZVPD basis set.

Atoms and positions in Å:
1 N 0.1181 -1.6721 1.6044
2 C 1.1252 -1.1710 -1.0982
3 C -2.0163 0.7035 1.4330
4 C -0.6214 1.2007 -0.5349
5 C 0.1897 -1.1982 -0.0599
6 C 0.4484 -0.3353 1.1382
7 C 0.7119 1.0941 -1.5218
8 C -0.5106 0.8462 0.9173
9 C 1.3302 -0.0616 -1.8982
10 H -2.5945 -0.3112 0.9474
11 H 1.4570 -2.0842 -1.8115
12 H -2.2201 0.9361 2.7338
13 H -0.0520 1.6570 1.4776
14 H -2.5496 1.6936 1.1855
15 H -0.9822 2.2386 -0.4899
16 H -0.6840 -1.7111 2.1012
17 H -0.9169 -1.1335 -0.6394
18 H 1.5910 2.0322 -1.5868
19 H 0.2780 1.3936 -2.4783
20 H 1.7795 -0.1325 -2.8795
21 H -1.4246 0.6476 -1.1023
22 H 1.5493 0.0082 1.0582

Results
Spin multiplicity: 1
HOMO energy, eV: -8.509
Kohn-Sham gap, eV: 9.4
SMILES: C[C@@H]1CCC=C[C@H]2N[C@H]12

Order from most stable to least stable according to the calculation: (Q), (P), (R)